Arrangement i

{
  "formula": "C5H8N",
  "method": "ωB97M-V/def2-TZVPD",
  "species": ["N", "C", "C", "C", "C", "C", "H", "H", "H", "H", "H", "H", "H", "H"],
  "positions_angstrom": [[-0.1046, 1.0186, -0.5637], [-2.5711, -0.6327, -0.7124], [1.1987, 1.2141, -0.2161], [1.5662, 0.0673, 0.6879], [0.4063, -0.8116, 0.6550], [-0.5322, -0.1074, -0.1322], [1.4411, 2.3289, -0.0792], [1.9935, 0.9416, -0.9788], [-2.3582, -1.7026, -0.6372], [2.5162, -0.5244, 0.6784], [-3.1860, -0.1613, 0.0357], [-2.6189, -0.2585, -1.6507], [1.9491, 0.4594, 1.6878], [0.3000, -1.8315, 1.2255]],
  "mulliken_charge": [-0.2524, -0.6395, -0.3016, -0.6911, 0.0992, -0.0319, 0.4314, 0.2450, 0.3191, 0.4134, 0.3233, 0.3215, 0.4114, 0.3522],
  "homo_energy_ev": -14.57,
  "total_charge": 1,
  "orbital_gap_ha": 0.279
}

---

Arrangement ii

{
  "formula": "C5H8N",
  "method": "ωB97M-V/def2-TZVPD",
  "species": ["N", "C", "C", "C", "C", "C", "H", "H", "H", "H", "H", "H", "H", "H"],
  "positions_angstrom": [[-0.7631, 0.7796, 0.5408], [0.6118, 0.5760, 0.7551], [-0.6782, 1.4050, -0.7950], [0.2410, 0.2688, -0.6124], [1.0796, -0.7014, 2.2370], [0.1384, -1.0685, -1.2368], [-0.3445, 2.3513, -0.8214], [-1.6323, 0.3821, 0.8566], [0.8444, -1.1907, -1.9458], [0.4256, -0.4648, 2.9687], [-1.4952, 1.4456, -1.5116], [2.0951, -0.9157, 2.1053], [0.1335, -1.7665, -0.5376], [-0.6560, -1.1007, -2.0030]],
  "mulliken_charge": [-0.1306, -0.2301, -0.4061, 0.8979, -0.6136, -1.4717, 0.2868, 0.2920, 0.4290, 0.4197, 0.3174, 0.3735, 0.4568, 0.3791],
  "homo_energy_ev": [-14.17, -13.32],
  "total_charge": 1,
  "orbital_gap_ha": [0.334, 0.313]
}

---

Arrangement iii

{
  "formula": "C5H8N",
  "method": "ωB97M-V/def2-TZVPD",
  "species": ["N", "C", "C", "C", "C", "C", "H", "H", "H", "H", "H", "H", "H", "H"],
  "positions_angstrom": [[1.2060, 0.1591, -0.0942], [-1.4797, -0.1106, 0.4669], [0.1068, -0.5745, -0.5247], [-2.5209, 0.3069, -0.1835], [1.7505, 1.2753, 0.0899], [1.2457, -1.2440, 0.1449], [-3.4192, 0.5646, 0.3601], [-2.5659, 0.4223, -1.2528], [1.9531, -1.8122, -0.4525], [-1.2860, -0.2936, 1.5018], [1.1708, -1.5763, 1.1740], [-0.1459, -0.6508, -1.5672], [1.2851, 2.1843, -0.2716], [2.6995, 1.3495, 0.6088]],
  "mulliken_charge": [0.1164, -0.0220, -0.1695, -0.6354, -0.1560, -0.4371, 0.2700, 0.2349, 0.2728, 0.3271, 0.2628, 0.3757, 0.2804, 0.2798],
  "homo_energy_ev": -14.83,
  "total_charge": 1,
  "orbital_gap_ha": 0.360
}

---

Which of them is least stable? Easy: arrangement ii.